{
  "formula": "C44H43GeInN8O3",
  "method": "ωB97M-V with the def2-TZVPD basis set",
  "species": ["In", "C", "C", "C", "C", "C", "N", "C", "N", "C", "C", "C", "C", "C", "C", "C", "C", "N", "C", "N", "C", "N", "C", "N", "C", "N", "C", "C", "C", "C", "C", "C", "C", "C", "C", "C", "C", "C", "N", "C", "C", "H", "H", "H", "H", "H", "H", "H", "H", "H", "H", "H", "H", "H", "H", "H", "H", "C", "C", "C", "C", "O", "Ge", "O", "C", "C", "C", "C", "O", "C", "C", "C", "C", "H", "H", "H", "H", "H", "H", "H", "H", "H", "H", "H", "H", "H", "H", "H", "H", "H", "H", "H", "H", "H", "H", "H", "H", "H", "H", "H"],
  "positions_angstrom": [[0.134, -0.170, 0.136], [-3.467, 5.507, 0.054], [-4.333, 4.798, 0.902], [-3.982, 3.562, 1.415], [-2.749, 3.040, 1.048], [-2.078, 1.808, 1.405], [-0.852, 1.770, 0.782], [-0.743, 2.885, 0.089], [0.503, 3.270, -0.574], [1.747, 2.592, -0.178], [2.980, 3.235, -0.225], [3.418, 4.565, -0.450], [4.760, 4.807, -0.427], [5.700, 3.762, -0.185], [5.298, 2.477, 0.032], [3.913, 2.193, 0.003], [3.175, 1.007, 0.180], [3.751, -0.205, 0.482], [3.118, -1.201, 0.942], [1.726, -1.268, 1.239], [1.513, -2.392, 1.904], [0.377, -2.769, 2.553], [-0.645, -1.980, 2.651], [-0.915, -0.819, 1.958], [-1.999, -0.220, 2.553], [-2.569, 0.921, 2.271], [-2.526, -1.094, 3.615], [-3.591, -0.944, 4.478], [-3.813, -1.970, 5.392], [-2.981, -3.089, 5.435], [-1.898, -3.219, 4.568], [-1.704, -2.203, 3.658], [2.726, -3.196, 1.991], [2.960, -4.446, 2.547], [4.249, -4.941, 2.468], [5.271, -4.193, 1.868], [5.032, -2.937, 1.328], [3.736, -2.456, 1.394], [1.839, 1.276, 0.040], [-1.886, 3.740, 0.192], [-2.236, 4.996, -0.309], [-3.772, 6.475, -0.321], [-5.288, 5.234, 1.161], [-4.636, 3.015, 2.081], [2.725, 5.383, -0.628], [5.123, 5.813, -0.591], [6.755, 4.002, -0.172], [6.013, 1.687, 0.217], [-4.224, -0.067, 4.441], [-4.640, -1.900, 6.086], [-3.178, -3.866, 6.162], [-1.239, -4.075, 4.600], [2.164, -5.005, 3.020], [4.477, -5.916, 2.879], [6.270, -4.607, 1.828], [5.819, -2.354, 0.871], [-1.583, 5.567, -0.958], [-3.655, -1.787, 0.107], [-3.319, -0.997, -1.146], [-3.563, -1.905, -2.353], [-4.187, 0.248, -1.258], [-1.921, -0.582, -1.117], [-0.974, -0.459, -2.740], [0.394, -1.351, -1.711], [0.705, -2.759, -1.949], [2.203, -2.936, -1.776], [-0.086, -3.622, -0.976], [0.326, -3.139, -3.376], [-0.213, 1.096, -2.008], [0.409, 2.064, -2.837], [-0.384, 2.303, -4.124], [0.370, 3.404, -2.093], [1.833, 1.641, -3.196], [-4.624, -2.273, -0.014], [-2.907, -2.563, 0.284], [-3.726, -1.143, 0.976], [-4.579, -2.300, -2.315], [-3.453, -1.374, -3.300], [-2.875, -2.753, -2.348], [-5.243, -0.022, -1.314], [-4.046, 0.898, -0.394], [-3.933, 0.811, -2.160], [2.500, -2.829, -0.737], [2.510, -3.931, -2.103], [2.738, -2.193, -2.369], [0.077, -3.317, 0.056], [-1.156, -3.556, -1.180], [0.215, -4.667, -1.062], [0.851, -2.521, -4.107], [0.605, -4.180, -3.547], [-0.747, -3.053, -3.557], [-1.441, 2.461, -3.899], [-0.004, 3.183, -4.649], [-0.293, 1.454, -4.801], [-0.567, 3.932, -2.268], [0.652, 4.230, -0.249], [1.208, 4.034, -2.387], [1.791, 0.706, -3.758], [2.313, 2.391, -3.828], [2.453, 1.476, -2.317]],
  "lowdin_spin": [0.0014, 0.0143, 0.0485, 0.0217, 0.0454, 0.1819, 0.0098, 0.2587, 0.0299, 0.0111, 0.0007, 0.0024, -0.0009, 0.0028, -0.0009, 0.0031, -0.0013, 0.0117, -0.0065, 0.0104, 0.0008, 0.0300, 0.0068, 0.0280, 0.0901, 0.0390, -0.0021, 0.0159, -0.0035, 0.0159, -0.0001, 0.0091, -0.0007, -0.0001, -0.0014, 0.0004, -0.0014, 0.0001, 0.0021, 0.0303, 0.0499, -0.0004, 0.0020, 0.0005, 0.0003, -0.0001, 0.0002, -0.0001, 0.0006, -0.0006, 0.0009, -0.0002, 0.0000, -0.0001, 0.0001, -0.0001, 0.0027, 0.0016, 0.0001, 0.0001, 0.0009, 0.0019, 0.0004, 0.0015, 0.0000, -0.0001, 0.0000, 0.0000, 0.0071, 0.0010, 0.0005, 0.0167, 0.0001, 0.0000, 0.0002, 0.0006, 0.0000, 0.0000, 0.0000, 0.0001, 0.0007, 0.0000, -0.0001, 0.0000, 0.0000, 0.0001, 0.0000, 0.0000, 0.0000, 0.0000, 0.0000, 0.0000, 0.0000, 0.0001, 0.0004, 0.0068, 0.0005, 0.0000, 0.0000, 0.0000],
  "largest_force_ev_per_a": 0.50,
  "multiplicity": 2,
  "charge": 1,
  "e_tot_ha": -4633.26683,
  "e_above_lowest_ev": 0.927
}



{
  "formula": "C6H12O",
  "method": "ωB97M-V with the def2-TZVPD basis set",
  "species": ["C", "C", "C", "C", "C", "C", "O", "H", "H", "H", "H", "H", "H", "H", "H", "H", "H", "H", "H"],
  "positions_angstrom": [[0.775, -1.542, -1.581], [1.003, -0.998, -0.180], [-0.296, -0.593, 0.428], [-0.580, 0.642, 1.246], [0.420, 1.771, 1.519], [-1.057, 0.469, -0.246], [-2.248, 0.065, -0.884], [1.716, -1.890, -2.001], [0.340, -0.816, -2.289], [0.046, -2.363, -1.560], [1.669, -0.125, -0.162], [1.473, -1.744, 0.471], [-0.964, -1.404, 0.725], [-1.128, 0.404, 2.166], [1.111, 1.930, 0.685], [1.039, 1.680, 2.431], [-0.169, 2.685, 1.644], [-0.444, 1.034, -0.965], [-2.617, 0.807, -1.383]],
  "nbo_charge": [-0.6041, -0.3992, -0.2539, -0.2381, -0.6172, 0.0880, -0.7053, 0.2070, 0.2048, 0.2080, 0.1981, 0.2037, 0.2187, 0.2249, 0.2028, 0.2131, 0.2137, 0.1639, 0.4711],
  "largest_force_ev_per_a": 1.00,
  "smiles": "CC[C@H]1[C@@H](C)[C@@H]1O",
  "e_tot_ha": -310.99405,
  "e_above_lowest_ev": 1.775
}



{
  "formula": "C27H57BrCdN3O6P2Si",
  "method": "ωB97M-V with the def2-TZVPD basis set",
  "species": ["Cd", "C", "C", "C", "O", "P", "O", "C", "P", "O", "O", "C", "C", "C", "O", "C", "C", "C", "O", "C", "C", "C", "H", "H", "H", "H", "H", "H", "H", "H", "H", "H", "H", "H", "H", "H", "H", "H", "H", "H", "H", "H", "H", "H", "H", "H", "H", "H", "H", "H", "H", "H", "C", "C", "C", "C", "Si", "Br", "C", "C", "C", "C", "C", "C", "C", "C", "H", "H", "H", "H", "H", "H", "H", "H", "H", "H", "H", "H", "H", "H", "H", "H", "H", "H", "H", "H", "H", "H", "H", "H", "H", "H", "H", "N", "C", "N", "C", "N"],
  "positions_angstrom": [[0.330, -0.109, -0.239], [0.531, -0.836, 3.521], [1.061, 0.559, 3.752], [1.038, 0.975, 5.203], [0.172, 1.489, 3.017], [0.629, 2.360, 1.802], [1.347, 1.615, 0.718], [-0.953, 3.015, 1.251], [-2.249, 1.762, 1.053], [-1.717, 0.536, 0.392], [-2.854, 1.459, 2.448], [-3.648, 2.428, 3.224], [-3.039, 2.477, 4.605], [-5.086, 1.970, 3.197], [-3.393, 2.465, 0.251], [-3.244, 2.706, -1.199], [-4.097, 1.691, -1.921], [-3.635, 4.141, -1.451], [1.565, 3.508, 2.287], [1.246, 4.453, 3.367], [2.499, 4.591, 4.199], [0.809, 5.761, 2.747], [1.162, -1.559, 4.039], [0.530, -1.101, 2.464], [-0.487, -0.925, 3.901], [2.065, 0.661, 3.336], [0.038, 0.848, 5.618], [1.340, 2.014, 5.327], [1.727, 0.350, 5.771], [-0.789, 3.495, 0.282], [-1.316, 3.764, 1.959], [-3.562, 3.403, 2.736], [-3.146, 1.510, 5.099], [-3.549, 3.231, 5.205], [-1.978, 2.724, 4.558], [-5.167, 0.969, 3.621], [-5.471, 1.953, 2.178], [-5.698, 2.650, 3.789], [-2.193, 2.545, -1.459], [-5.141, 1.796, -1.626], [-3.769, 0.677, -1.695], [-4.023, 1.848, -2.998], [-4.669, 4.311, -1.150], [-3.544, 4.365, -2.514], [-2.997, 4.833, -0.899], [0.441, 4.014, 3.966], [3.307, 4.994, 3.589], [2.821, 3.631, 4.601], [2.316, 5.272, 5.030], [1.607, 6.160, 2.119], [0.594, 6.485, 3.532], [-0.085, 5.652, 2.133], [0.389, 3.380, -4.953], [1.281, 2.214, -5.413], [1.362, 2.256, -6.953], [2.679, 2.485, -4.834], [0.663, 0.483, -4.909], [0.014, 0.875, -2.672], [2.001, -0.859, -4.769], [3.025, -0.605, -3.651], [1.386, -2.241, -4.501], [2.751, -0.927, -6.116], [-0.988, -0.063, -5.687], [-1.925, 1.136, -5.895], [-1.761, -1.105, -4.860], [-0.678, -0.680, -7.068], [0.835, 4.307, -5.323], [0.337, 3.451, -3.866], [-0.626, 3.329, -5.341], [1.807, 3.208, -7.257], [0.377, 2.195, -7.417], [1.983, 1.460, -7.370], [2.981, 3.496, -5.124], [3.438, 1.802, -5.209], [2.684, 2.440, -3.743], [2.558, -0.562, -2.667], [3.604, 0.305, -3.796], [3.726, -1.444, -3.639], [0.828, -2.271, -3.562], [2.199, -2.968, -4.421], [0.733, -2.575, -5.305], [3.286, -0.008, -6.352], [2.086, -1.154, -6.953], [3.491, -1.730, -6.064], [-2.151, 1.651, -4.957], [-2.869, 0.769, -6.308], [-1.525, 1.863, -6.601], [-1.959, -0.772, -3.841], [-1.260, -2.067, -4.809], [-2.727, -1.267, -5.347], [-0.192, 0.022, -7.746], [-1.618, -0.988, -7.536], [-0.049, -1.568, -6.994], [0.942, -2.117, -0.169], [0.897, -3.137, 0.425], [0.978, -4.236, 1.008], [-0.004, -4.913, 1.582], [-0.813, -5.544, 2.111]],
  "nbo_charge": [1.7117, -0.6260, 0.1080, -0.6286, -0.8554, 2.4722, -1.1886, -1.2782, 2.5024, -1.2035, -0.8222, 0.1151, -0.6289, -0.6313, -0.8356, 0.1063, -0.6332, -0.6288, -0.8217, 0.1063, -0.6264, -0.6308, 0.2416, 0.2052, 0.2278, 0.1962, 0.2214, 0.2118, 0.2381, 0.2924, 0.2855, 0.1783, 0.2275, 0.2304, 0.2104, 0.2276, 0.2285, 0.2287, 0.1830, 0.2257, 0.2326, 0.2249, 0.2271, 0.2305, 0.2127, 0.1819, 0.2287, 0.2215, 0.2305, 0.2301, 0.2344, 0.2039, -0.6058, -0.6294, -0.6147, -0.6094, 2.1094, -0.5015, -0.6317, -0.6051, -0.6090, -0.6137, -0.6291, -0.6071, -0.6103, -0.6140, 0.2161, 0.2099, 0.2157, 0.2235, 0.2129, 0.2197, 0.2181, 0.2131, 0.2156, 0.2064, 0.2178, 0.2206, 0.2206, 0.2221, 0.2095, 0.2122, 0.2174, 0.2255, 0.2061, 0.2198, 0.2117, 0.2130, 0.2231, 0.2159, 0.2175, 0.2244, 0.2151, -0.9139, 0.6600, -0.6370, 0.4204, -0.4036],
  "largest_force_ev_per_a": 0.62,
  "charge": 1,
  "e_tot_ha": -5392.75160
}